[1]
DFT (wB97M-V/def2-TZVPD) results for a molecular structure, C21H16AuBrF5N4O in a non-equilibrium geometry.

Structure (ORCA input):
```
! wB97M-V def2-TZVPD RIJCOSX def2/J DEFGRID3
* xyz 1 1
Au 0.032 -1.319 -0.277
C -4.039 0.878 0.116
C -2.903 -0.093 0.189
N -1.693 0.309 0.240
N -1.221 1.477 0.373
C -0.084 1.803 -0.277
O 0.558 0.948 -0.909
C 0.292 3.210 -0.146
C -0.695 4.150 0.165
C -0.371 5.486 0.274
C 0.948 5.892 0.127
C 1.935 4.961 -0.166
C 1.611 3.627 -0.325
C -3.141 -1.519 0.072
C -4.400 -2.056 0.339
C -4.615 -3.409 0.153
C -3.574 -4.178 -0.340
C -2.359 -3.566 -0.610
N -2.134 -2.281 -0.381
H -3.648 1.885 -0.006
H -4.630 0.844 1.030
H -4.681 0.637 -0.730
H -1.710 3.813 0.311
H -1.140 6.214 0.480
H 1.208 6.934 0.244
H 2.958 5.286 -0.280
H 2.368 2.898 -0.577
H -5.187 -1.416 0.704
H -5.578 -3.846 0.371
H -3.691 -5.233 -0.522
H -1.562 -4.141 -1.048
F -0.229 -3.847 1.223
C 0.667 -3.381 0.310
F 0.557 -4.203 -0.775
C 2.072 -3.640 0.885
F 2.355 -2.813 1.896
F 3.018 -3.452 -0.044
F 2.197 -4.882 1.338
Br 1.571 0.144 2.153
C 2.750 -0.113 0.705
C 4.019 0.441 0.719
C 4.818 0.265 -0.400
C 4.324 -0.454 -1.478
C 3.048 -0.979 -1.391
N 2.287 -0.815 -0.317
H 4.360 0.995 1.580
H 5.807 0.695 -0.440
H 4.921 -0.614 -2.361
H 2.603 -1.542 -2.195
*
```

Properties
LUMO (alpha / beta), eV: -5.59 / -6.17
Kohn-Sham gap (alpha / beta), hartree: 0.19858 / 0.15882
HOMO energy (alpha / beta), eV: -11.00 / -10.49

Here are the Mulliken charges for atoms 1 to 6, given in e: number 1, Au, carries 0.9143; number 2, C, carries -1.4089; number 3, C, carries 0.5831; number 4, N, carries 0.2348; number 5, N, carries -0.9705; number 6, C, carries 0.5531

***

[2]
DFT (wB97M-V/def2-TZVPD) results for a molecular structure, C21H16Br2N5O4Pd.

Structure (ORCA input):
```
! wB97M-V def2-TZVPD RIJCOSX def2/J DEFGRID3
* xyz 1 1
Pd -0.395 0.843 0.466
Br -0.067 -4.377 -4.392
C -0.383 -2.920 -3.253
C -1.567 -2.835 -2.540
C -1.735 -1.739 -1.707
N -0.825 -0.782 -1.579
C 0.306 -0.871 -2.269
C 0.577 -1.929 -3.125
C 1.252 0.273 -2.076
C 2.368 0.433 -2.881
C 3.190 1.532 -2.694
Br 4.706 1.758 -3.768
C 2.878 2.463 -1.718
C 1.750 2.235 -0.957
N 0.959 1.171 -1.121
H -2.328 -3.596 -2.622
H -2.637 -1.633 -1.116
H 1.501 -2.007 -3.676
H 2.599 -0.279 -3.658
H 3.491 3.336 -1.549
H 1.465 2.929 -0.177
O -1.396 0.707 2.214
C -1.101 -0.123 3.098
C -0.074 -1.099 3.093
C 0.023 -1.908 4.248
C 0.988 -2.859 4.336
C 1.911 -3.058 3.291
C 1.841 -2.290 2.169
C 0.848 -1.283 2.017
O 0.848 -0.610 0.920
N 1.072 -3.692 5.541
O 1.983 -4.492 5.595
O 0.292 -3.455 6.440
H -1.721 -0.082 3.999
H -0.670 -1.776 5.069
H 2.665 -3.823 3.401
H 2.539 -2.424 1.354
C -1.888 2.288 -2.495
C -2.061 2.870 -1.139
N -1.605 2.422 0.021
C -2.063 3.282 1.005
C -2.796 4.259 0.428
N -2.784 3.985 -0.920
H -1.323 1.367 -2.436
H -1.372 2.988 -3.153
H -2.861 2.061 -2.933
H -1.832 3.126 2.042
H -3.315 5.103 0.845
H -3.252 4.513 -1.637
*
```

Properties
LUMO, eV: -3.39
Kohn-Sham gap, hartree: 0.29294
HOMO energy, eV: -11.37

Here are the Mulliken charges for atoms 1 to 6, given in e: number 1, Pd, carries 0.6780; number 2, Br, carries -0.1176; number 3, C, carries -0.2679; number 4, C, carries -0.6168; number 5, C, carries -0.5167; number 6, N, carries 0.0015

***

[3]
DFT (wB97M-V/def2-TZVPD) results for a molecular structure, C21H16BrCl5IrN3 in a non-equilibrium geometry.

Structure (ORCA input):
```
! wB97M-V def2-TZVPD RIJCOSX def2/J DEFGRID3
* xyz 2 1
Ir 0.177 0.530 -1.926
Cl 0.359 0.949 -4.351
C 0.740 -0.769 -4.654
Cl 1.154 -1.503 -3.080
H 1.590 -0.837 -5.323
H -0.150 -1.255 -5.038
N 0.748 0.149 -0.213
C 1.138 -0.110 0.958
C 0.246 -0.931 1.818
C -1.127 -0.682 1.823
C -1.961 -1.462 2.606
C -1.431 -2.500 3.362
C -0.065 -2.753 3.348
C 0.781 -1.964 2.585
C 2.454 0.371 1.428
C 2.617 0.670 2.782
C 3.828 1.173 3.229
C 4.874 1.359 2.337
C 4.716 1.048 0.990
C 3.506 0.563 0.532
H -1.528 0.144 1.248
H -3.022 -1.255 2.640
H -2.083 -3.107 3.974
H 0.342 -3.561 3.940
H 1.847 -2.151 2.579
H 1.800 0.523 3.475
H 3.956 1.414 4.275
H 5.821 1.744 2.692
H 5.542 1.177 0.304
H 3.383 0.305 -0.512
Br -2.907 1.730 -3.448
C -2.921 0.038 -2.630
C -4.136 -0.623 -2.537
C -4.168 -1.881 -1.965
C -2.983 -2.438 -1.502
C -1.822 -1.710 -1.618
N -1.774 -0.481 -2.175
H -5.031 -0.150 -2.912
H -5.103 -2.416 -1.880
H -2.952 -3.420 -1.053
H -0.886 -2.106 -1.249
Cl -2.686 5.021 -1.266
C -1.038 4.752 -0.699
Cl 0.100 5.863 -1.459
Cl -0.942 4.822 1.062
C -0.654 3.387 -1.093
N -0.349 2.332 -1.399
*
```

Properties
LUMO (alpha / beta), eV: -7.20 / -7.14
Energy above the lowest of the compared OMol25 structures with the same formula, charge and spin, kJ/mol: 75.9
Kohn-Sham gap (alpha / beta), hartree: 0.26272 / 0.26727
HOMO energy (alpha / beta), eV: -14.34 / -14.41

Here are the Mulliken charges for atoms 1 to 6, given in e: number 1, Ir, carries 1.4850; number 2, Cl, carries 0.0025; number 3, C, carries -0.2897; number 4, Cl, carries -0.0271; number 5, H, carries 0.4116; number 6, H, carries 0.3122